15
Properties=species:S:1:pos:R:3:forces:R:3 method="wB97M-V/def2-TZVPD" smiles="C=C=C(N)/C=N/C" homo_lumo_gap_ev=8.6 homo_energy_ev=-7.7 total_energy_ha=-304.6862 fmax_ev_per_a=2.28 total_charge=0 de_lowest_kcal_mol=93.65
C -0.61585 -1.83130 1.90393 -0.047 -0.223 0.144
N -0.52915 -0.67796 1.04588 0.328 -0.208 -0.348
C -1.02615 2.46090 -0.42241 1.417 0.303 -0.495
C -0.18606 1.47113 -0.49396 0.522 -0.290 0.581
C 0.49857 0.40433 -0.82016 -0.079 -0.068 0.292
N 1.55880 0.32622 -1.76998 0.197 0.020 0.005
C 0.28002 -0.73717 0.07103 -0.226 -0.292 0.067
H -1.66102 -2.14900 1.97530 0.138 -0.005 0.015
H -0.00496 -2.67875 1.55505 -0.084 0.069 0.068
H -0.29166 -1.55394 2.91373 -0.076 -0.042 -0.126
H -0.96293 3.23055 0.33865 -0.046 0.103 -0.217
H -0.89222 2.63887 -1.50074 -2.095 0.838 -0.348
H 1.55021 1.12690 -2.39468 0.035 -0.098 0.197
H 1.39719 -0.49384 -2.35078 0.153 0.101 0.133
H 0.95085 -1.58746 -0.10770 -0.137 -0.208 0.030